Record 1
ORCA calculation (the ωB97M-V functional and the def2-TZVPD basis) on 13 unconnected molecules or ions with the total composition C48H132N10O14 in a non-equilibrium geometry.

Multiplicity ... 2
Net charge ... +1
Lowest unoccupied orbital energy (spin up / spin down) ... -0.0746 / -0.2629 Ha

Last column: Mulliken spin population.
CARTESIAN COORDINATES (ANGSTROEM)
C: -2.659 3.662 -0.037  0.0018
C: -3.220 4.765 -1.005  -0.0003
C: -4.030 4.235 -2.267  0.0000
O: -3.144 3.460 -3.073  -0.0004
C: -3.794 2.622 -3.965  -0.0001
N: -4.075 5.583 -0.085  0.0001
H: -2.214 2.893 -0.669  0.0003
H: -3.475 3.196 0.515  0.0000
H: -1.929 4.056 0.670  -0.0003
H: -2.397 5.327 -1.445  0.0001
H: -4.454 5.050 -2.854  0.0000
H: -4.841 3.682 -1.793  0.0000
H: -3.208 1.703 -4.000  0.0001
H: -3.925 3.099 -4.936  0.0000
H: -4.770 2.205 -3.716  0.0000
H: -3.446 6.000 0.585  0.0000
H: -4.467 6.439 -0.450  0.0000
C: 1.359 -3.434 -1.951  -0.0018
C: 0.087 -2.717 -1.348  -0.0007
C: -1.011 -2.272 -2.357  -0.0002
O: -0.569 -1.233 -3.205  0.0014
C: -0.424 0.049 -2.592  0.0015
N: -0.495 -3.730 -0.468  0.0003
H: 1.105 -4.413 -2.359  0.0008
H: 2.099 -3.658 -1.183  0.0006
H: 1.902 -2.880 -2.718  0.0013
H: 0.322 -1.856 -0.722  0.0001
H: -1.822 -1.871 -1.750  0.0007
H: -1.390 -3.173 -2.839  0.0004
H: -0.247 0.776 -3.384  -0.0028
H: 0.256 0.092 -1.741  0.0006
H: -1.363 0.349 -2.126  0.0010
H: -1.353 -3.320 -0.128  0.0002
H: 0.038 -3.893 0.374  0.0002
C: -4.506 -2.147 -4.035  0.0000
C: -4.973 -3.559 -4.517  -0.0001
C: -4.438 -4.703 -3.578  0.0000
O: -3.089 -4.934 -3.895  0.0000
C: -2.378 -5.886 -3.118  -0.0001
N: -6.380 -3.495 -4.422  0.0000
H: -3.425 -2.013 -4.032  0.0000
H: -4.771 -1.887 -3.010  0.0000
H: -4.856 -1.354 -4.695  0.0000
H: -4.739 -3.702 -5.571  0.0000
H: -4.991 -5.626 -3.754  0.0000
H: -4.527 -4.503 -2.510  0.0000
H: -1.389 -5.834 -3.574  0.0001
H: -2.747 -6.910 -3.168  0.0000
H: -2.299 -5.573 -2.077  0.0000
H: -6.765 -4.339 -4.821  0.0000
H: -6.714 -2.749 -5.015  0.0000
C: 0.936 4.582 -0.005  0.0675
C: 1.972 3.834 -0.830  -0.0083
C: 3.106 3.129 -0.103  0.0010
O: 3.802 4.068 0.682  -0.0017
C: 4.695 3.378 1.567  0.0003
N: 1.259 2.899 -1.719  0.5673
H: 0.522 4.021 0.833  -0.0005
H: 0.135 5.014 -0.604  -0.0092
H: 1.371 5.485 0.423  -0.0013
H: 2.383 4.582 -1.509  0.0449
H: 3.762 2.626 -0.814  0.0051
H: 2.701 2.313 0.496  -0.0059
H: 4.098 2.983 2.389  0.0000
H: 5.336 4.167 1.960  -0.0001
H: 5.358 2.666 1.075  0.0000
H: 1.829 2.198 -2.170  -0.0308
H: 0.795 3.433 -2.440  -0.0108
C: 1.611 -8.239 -6.548  0.0000
C: 1.897 -7.421 -5.299  0.0000
C: 2.586 -6.163 -5.560  -0.0001
O: 2.913 -5.364 -4.450  0.0001
C: 3.463 -5.975 -3.276  -0.0001
N: 0.605 -7.128 -4.662  0.0000
H: 0.951 -7.790 -7.289  0.0000
H: 1.174 -9.208 -6.305  0.0000
H: 2.599 -8.389 -6.985  0.0000
H: 2.458 -7.981 -4.551  0.0000
H: 2.037 -5.631 -6.337  0.0001
H: 3.532 -6.503 -5.981  -0.0001
H: 3.689 -5.156 -2.594  0.0001
H: 4.372 -6.519 -3.534  0.0000
H: 2.795 -6.672 -2.770  0.0000
H: 0.874 -6.437 -3.976  0.0000
H: 0.047 -6.611 -5.327  0.0000
C: 2.548 -1.999 2.759  0.0000
C: 1.524 -2.491 3.795  0.0001
C: 1.187 -3.998 3.715  -0.0001
O: 0.494 -4.301 2.524  0.0002
C: -0.040 -5.594 2.551  0.0000
N: 1.969 -2.073 5.063  0.0000
H: 2.799 -0.942 2.844  0.0000
H: 2.188 -2.189 1.748  -0.0001
H: 3.507 -2.512 2.835  0.0000
H: 0.584 -1.956 3.658  0.0000
H: 0.666 -4.293 4.626  0.0000
H: 2.099 -4.594 3.690  0.0000
H: -0.837 -5.717 3.284  0.0000
H: 0.779 -6.306 2.657  0.0000
H: -0.452 -5.834 1.571  0.0000
H: 2.706 -2.684 5.385  0.0000
H: 2.538 -1.255 4.897  0.0000
C: -3.795 -5.221 1.144  0.0001
C: -4.043 -3.726 1.398  0.0000
C: -3.247 -3.074 2.581  -0.0002
O: -3.697 -3.630 3.800  0.0000
C: -2.921 -3.227 4.949  0.0000
N: -3.711 -2.991 0.163  0.0002
H: -4.382 -5.628 0.321  0.0000
H: -3.821 -5.791 2.073  0.0000
H: -2.777 -5.340 0.774  0.0000
H: -5.067 -3.392 1.563  0.0000
H: -3.318 -1.988 2.526  -0.0001
H: -2.228 -3.419 2.402  0.0002
H: -1.873 -3.510 4.857  0.0000
H: -3.233 -3.811 5.815  0.0000
H: -3.035 -2.148 5.059  0.0000
H: -3.941 -2.012 0.259  0.0000
H: -4.326 -3.245 -0.597  0.0000
C: 4.889 -1.572 -8.218  -0.0002
C: 3.342 -1.883 -8.128  -0.0005
C: 2.772 -2.488 -6.800  -0.0025
O: 1.332 -2.577 -6.852  0.0001
C: 0.791 -2.852 -5.593  -0.0005
N: 2.793 -0.538 -8.256  0.0007
H: 5.351 -2.539 -8.021  0.0000
H: 5.264 -0.788 -7.560  0.0001
H: 5.126 -1.196 -9.213  0.0000
H: 2.930 -2.428 -8.978  0.0003
H: 3.114 -1.872 -5.969  0.0053
H: 3.220 -3.480 -6.740  -0.0001
H: -0.290 -2.742 -5.680  -0.0001
H: 1.219 -2.244 -4.795  0.0011
H: 1.007 -3.879 -5.300  0.0002
H: 3.252 -0.015 -7.524  0.0009
H: 1.856 -0.717 -7.926  -0.0001
C: -0.605 4.726 -8.772  0.0000
C: 0.194 3.496 -8.253  0.0002
C: -0.660 2.413 -7.520  -0.0002
O: 0.341 1.529 -6.944  -0.0006
C: -0.330 0.384 -6.365  0.0008
N: 0.923 3.013 -9.404  0.0000
H: -1.329 4.480 -9.549  0.0000
H: 0.056 5.498 -9.166  0.0000
H: -1.082 5.246 -7.942  0.0000
H: 0.855 3.820 -7.449  -0.0003
H: -1.409 2.036 -8.217  0.0001
H: -1.277 2.897 -6.763  0.0000
H: -1.097 0.758 -5.687  0.0002
H: 0.376 -0.159 -5.737  0.0000
H: -0.694 -0.304 -7.129  0.0000
H: 1.518 2.252 -9.108  0.0000
H: 0.262 2.606 -10.051  0.0000
C: 5.810 -2.893 -3.294  0.0020
C: 6.360 -1.924 -4.356  -0.0005
O: 7.612 -2.397 -4.755  0.0000
H: 4.820 -2.634 -2.919  0.0016
H: 6.426 -2.839 -2.396  0.0001
H: 5.854 -3.938 -3.600  0.0000
H: 6.451 -0.878 -4.060  -0.0005
H: 5.631 -1.856 -5.163  0.0007
H: 7.917 -1.803 -5.444  0.0000
C: -1.197 -0.058 1.381  0.0006
C: 0.032 0.913 1.416  -0.0235
O: -0.119 1.667 2.557  0.0004
H: -2.066 0.596 1.306  0.0001
H: -1.292 -0.558 2.345  0.0005
H: -1.312 -0.803 0.593  0.0000
H: 0.159 1.610 0.588  0.0292
H: 0.976 0.368 1.396  0.0002
H: -0.367 2.561 2.309  0.0004
C: 3.859 -5.191 0.953  0.0000
C: 5.199 -4.619 0.508  0.0001
O: 5.909 -4.413 1.691  0.0000
H: 3.350 -4.575 1.695  0.0000
H: 3.918 -6.184 1.397  0.0000
H: 3.256 -5.239 0.046  0.0000
H: 5.011 -3.656 0.034  -0.0001
H: 5.764 -5.249 -0.179  0.0000
H: 6.798 -4.077 1.551  0.0000
C: 5.242 -0.363 -0.207  0.0003
O: 4.718 0.017 -1.431  0.0001
C: 3.355 -0.355 -1.594  -0.0099
C: 3.004 -0.014 -3.071  -0.0370
N: 3.130 1.415 -3.223  0.3259
C: 2.696 1.965 -4.500  0.0331
C: 2.926 3.430 -4.723  -0.0031
O: 4.366 3.458 -4.949  0.0024
C: 4.879 4.716 -5.248  -0.0008
H: 4.698 -0.050 0.685  -0.0001
H: 6.198 0.160 -0.201  0.0000
H: 5.388 -1.441 -0.260  -0.0003
H: 2.669 0.216 -0.969  0.0051
H: 3.228 -1.422 -1.412  -0.0016
H: 2.012 -0.390 -3.322  0.0001
H: 3.636 -0.392 -3.875  0.0530
H: 4.109 1.628 -3.093  -0.0210
H: 1.645 1.700 -4.609  -0.0101
H: 3.166 1.441 -5.332  0.0278
H: 2.735 4.113 -3.895  -0.0035
H: 2.413 3.715 -5.641  0.0011
H: 5.154 5.163 -4.293  0.0003
H: 4.127 5.355 -5.710  0.0001
H: 5.776 4.648 -5.863  0.0000

---

Record 2
ORCA calculation (the ωB97M-V functional and the def2-TZVPD basis) on 12 unconnected molecules or ions with the total composition C48H132N12O12 in a non-equilibrium geometry.

Multiplicity ... 1
Lowest unoccupied orbital energy ... 0.0136 Ha

Last column: Löwdin charge in e.
CARTESIAN COORDINATES (ANGSTROEM)
C: -3.354 -10.050 1.394  -0.1255
O: -2.160 -9.320 1.308  -0.1706
C: -2.398 -7.935 1.304  -0.2072
C: -1.076 -7.162 1.141  -0.4086
C: -0.215 -7.228 2.376  -0.0772
N: -1.367 -5.709 0.949  0.0344
H: -3.993 -9.993 0.512  0.0857
H: -3.983 -9.704 2.232  0.0855
H: -3.207 -11.069 1.750  0.0879
H: -2.964 -7.683 0.393  0.1172
H: -2.990 -7.667 2.185  0.1336
H: -0.558 -7.426 0.216  0.1300
H: 0.793 -6.828 2.215  0.0702
H: 0.084 -8.234 2.695  0.0778
H: -0.661 -6.728 3.233  0.0790
H: -2.151 -5.734 0.289  0.0508
H: -0.624 -5.286 0.402  0.0497
C: 3.794 -4.294 -0.208  -0.0886
O: 3.329 -5.396 -0.967  -0.2051
C: 2.406 -5.122 -1.992  -0.2189
C: 1.777 -6.406 -2.555  -0.4303
C: 2.822 -7.365 -3.142  -0.0544
N: 0.881 -5.962 -3.626  0.0263
H: 3.011 -3.537 -0.149  0.0748
H: 4.637 -3.870 -0.771  0.0894
H: 4.302 -4.634 0.690  0.0826
H: 1.614 -4.554 -1.482  0.1097
H: 2.850 -4.529 -2.802  0.1320
H: 1.247 -6.871 -1.721  0.1287
H: 3.579 -7.414 -2.350  0.0744
H: 3.285 -6.946 -4.031  0.0782
H: 2.262 -8.280 -3.323  0.0768
H: 1.330 -5.394 -4.327  0.0664
H: 0.470 -6.795 -4.024  0.0675
C: -1.031 -2.197 -1.305  -0.1072
O: -0.778 -0.949 -0.704  -0.1937
C: 0.615 -0.774 -0.402  -0.1725
C: 0.746 0.476 0.435  -0.4065
C: 0.065 1.743 -0.087  -0.0438
N: 2.157 0.880 0.608  0.0583
H: -0.373 -2.220 -2.180  0.0652
H: -2.063 -2.314 -1.631  0.0869
H: -0.830 -3.096 -0.710  0.0692
H: 0.920 -1.675 0.137  0.1142
H: 1.154 -0.725 -1.353  0.1270
H: 0.357 0.235 1.429  0.1186
H: 0.251 2.634 0.508  0.0726
H: -1.014 1.591 -0.155  0.0391
H: 0.416 1.875 -1.111  0.0642
H: 2.283 1.715 1.167  0.0478
H: 2.642 0.187 1.171  0.0374
C: 8.550 -1.541 4.615  -0.1338
O: 8.574 -0.148 4.699  -0.1724
C: 7.428 0.480 4.134  -0.1788
C: 7.261 0.356 2.599  -0.4313
C: 8.263 1.101 1.763  -0.0643
N: 5.881 0.776 2.248  0.0557
H: 8.543 -1.878 3.568  0.0805
H: 7.715 -2.020 5.136  0.0860
H: 9.495 -1.983 4.934  0.0875
H: 6.526 -0.018 4.506  0.1047
H: 7.494 1.518 4.454  0.1303
H: 7.216 -0.705 2.334  0.1152
H: 9.192 0.518 1.755  0.0766
H: 8.570 2.072 2.159  0.0825
H: 8.020 1.196 0.705  0.0734
H: 5.249 0.364 2.938  0.0166
H: 5.784 1.768 2.508  0.0355
C: -0.400 -1.950 3.529  -0.0686
O: 0.908 -1.470 3.197  -0.2076
C: 1.925 -2.349 3.592  -0.2067
C: 3.229 -1.544 3.355  -0.4457
C: 4.420 -2.431 3.654  -0.0623
N: 3.349 -0.335 4.175  0.0495
H: -1.152 -1.273 3.125  0.0811
H: -0.541 -2.097 4.599  0.0899
H: -0.555 -2.877 2.969  0.0849
H: 1.944 -2.637 4.650  0.1348
H: 2.108 -3.242 2.980  0.1212
H: 3.374 -1.257 2.311  0.1164
H: 5.328 -1.880 3.401  0.0572
H: 4.286 -3.398 3.171  0.0743
H: 4.572 -2.582 4.730  0.0852
H: 3.426 -0.588 5.160  0.0826
H: 2.398 0.045 4.145  0.0738
C: -3.225 1.808 2.030  -0.0983
O: -3.811 1.889 3.294  -0.1833
C: -5.184 1.601 3.412  -0.1934
C: -5.983 2.922 3.331  -0.4358
C: -5.745 3.764 4.586  -0.0528
N: -7.417 2.693 3.062  0.0371
H: -3.207 0.758 1.709  0.0969
H: -2.256 2.300 2.073  0.0857
H: -3.788 2.304 1.223  0.0589
H: -5.498 0.775 2.765  0.1240
H: -5.434 1.238 4.417  0.1207
H: -5.669 3.466 2.433  0.0990
H: -6.379 4.647 4.545  0.0828
H: -4.683 3.971 4.690  0.0606
H: -6.033 3.192 5.473  0.0793
H: -7.530 2.173 2.200  0.0556
H: -7.720 2.067 3.809  0.0701
C: -4.681 -3.948 -0.045  -0.1264
O: -4.869 -5.037 -0.912  -0.1830
C: -6.234 -5.176 -1.249  -0.2183
C: -6.446 -6.206 -2.349  -0.4326
C: -7.877 -6.181 -2.890  -0.0762
N: -6.191 -7.546 -1.802  0.0305
H: -3.635 -3.692 0.106  0.0700
H: -5.175 -4.152 0.915  0.0924
H: -5.190 -3.019 -0.336  0.0853
H: -6.783 -5.597 -0.392  0.1347
H: -6.678 -4.197 -1.452  0.1243
H: -5.777 -6.081 -3.207  0.1351
H: -8.050 -7.004 -3.583  0.0732
H: -8.183 -5.220 -3.311  0.0746
H: -8.643 -6.311 -2.117  0.0775
H: -5.896 -8.135 -2.575  0.0720
H: -5.373 -7.546 -1.197  0.0559
C: -3.781 5.586 2.628  -0.1169
O: -2.683 6.383 2.255  -0.1508
C: -1.611 5.569 1.853  -0.2326
C: -0.489 6.507 1.387  -0.4285
C: 0.785 5.707 1.048  -0.0757
N: -0.237 7.618 2.306  0.0541
H: -3.480 4.881 3.415  0.0717
H: -4.222 4.956 1.847  0.0486
H: -4.610 6.197 2.982  0.0976
H: -1.285 4.923 2.688  0.1241
H: -1.839 4.829 1.073  0.1150
H: -0.857 6.796 0.396  0.1399
H: 0.632 5.134 0.133  0.0603
H: 1.043 5.064 1.898  0.0726
H: 1.602 6.417 0.936  0.0551
H: 0.147 7.220 3.162  0.0764
H: 0.567 8.051 1.854  0.0684
C: -3.067 2.220 -1.732  -0.0838
O: -4.335 2.318 -1.117  -0.1889
C: -4.665 3.605 -0.713  -0.2633
C: -6.139 3.756 -0.422  -0.4172
C: -6.896 3.457 -1.720  -0.0712
N: -6.527 5.096 0.078  0.0658
H: -2.865 1.256 -2.189  0.0935
H: -2.304 2.564 -1.029  0.0624
H: -3.094 2.904 -2.594  0.0907
H: -4.138 3.874 0.220  0.0812
H: -4.297 4.371 -1.413  0.1376
H: -6.379 2.956 0.283  0.1221
H: -7.984 3.542 -1.617  0.0758
H: -6.764 2.412 -2.008  0.0750
H: -6.665 4.097 -2.576  0.0828
H: -7.295 4.977 0.724  0.0697
H: -6.849 5.597 -0.739  0.0659
C: 0.722 3.874 -3.007  -0.0982
O: 1.205 5.129 -2.584  -0.1983
C: 2.255 5.656 -3.334  -0.2308
C: 2.782 6.897 -2.673  -0.3949
C: 4.116 7.429 -3.202  -0.0751
N: 3.109 6.589 -1.224  0.0288
H: -0.324 3.680 -2.784  0.0786
H: 1.398 3.067 -2.723  0.0846
H: 0.703 3.915 -4.107  0.0869
H: 3.131 5.005 -3.461  0.1337
H: 1.868 5.913 -4.332  0.1322
H: 2.097 7.738 -2.552  0.1323
H: 4.495 8.233 -2.564  0.0759
H: 4.103 7.943 -4.165  0.0736
H: 4.838 6.622 -3.060  0.0734
H: 4.023 6.159 -1.080  0.0183
H: 2.571 5.742 -1.038  0.0241
C: 4.400 3.358 4.211  -0.0890
O: 5.279 3.481 3.103  -0.2274
C: 4.645 3.996 1.954  -0.2055
C: 5.716 4.179 0.861  -0.4003
C: 6.470 5.466 1.056  -0.0622
N: 4.940 4.191 -0.421  0.0478
H: 3.669 2.575 3.990  0.0734
H: 3.878 4.284 4.469  0.0892
H: 4.965 3.082 5.099  0.0886
H: 3.805 3.337 1.685  0.1061
H: 4.160 4.967 2.129  0.1307
H: 6.371 3.310 0.772  0.1193
H: 6.961 5.802 1.969  0.0824
H: 5.858 6.334 0.779  0.0773
H: 7.254 5.512 0.288  0.0769
H: 4.325 3.391 -0.312  0.0665
H: 5.682 3.959 -1.078  0.0819
C: 0.068 -0.836 -4.835  -0.1038
O: 0.053 -1.014 -6.229  -0.1913
C: -1.184 -1.153 -6.876  -0.2136
C: -0.896 -1.254 -8.376  -0.4347
C: -0.182 -0.046 -8.994  -0.0652
N: -2.104 -1.591 -9.116  0.0198
H: 0.996 -0.349 -4.522  0.0854
H: 0.145 -1.808 -4.340  0.0734
H: -0.726 -0.175 -4.483  0.0890
H: -1.704 -1.984 -6.382  0.1272
H: -1.911 -0.331 -6.766  0.1253
H: -0.231 -2.110 -8.509  0.1363
H: -0.664 0.923 -8.834  0.0769
H: -0.036 -0.181 -10.064  0.0708
H: 0.792 0.092 -8.514  0.0715
H: -2.855 -0.912 -9.110  0.0696
H: -1.875 -1.700 -10.096  0.0656